Computed, not measured: a 2-piece molecular cluster, C9H19ClNO overall in a non-equilibrium geometry, with ωB97M-V/def2-TZVPD.

Structure (XYZ):
```
31
Properties=species:S:1:pos:R:3:mulliken_charge:R:1
H 7.0743 9.6743 -14.8177 0.478
C 9.1441 6.9854 -11.6354 -1.245
C 7.4403 5.2001 -11.3059 -1.801
O 6.1915 6.1122 -13.6347 -0.430
H 8.2416 4.5348 -11.6245 0.417
H 5.8385 8.6757 -14.0417 0.327
H 7.4173 5.2171 -10.2161 0.334
C 6.7764 7.5892 -11.0947 -1.648
H 6.5053 4.7715 -11.6503 0.416
H 7.0541 8.6363 -11.2090 0.326
C 9.2492 8.1806 -13.8322 -1.186
C 7.6901 6.6084 -11.8480 1.478
C 7.8224 7.7603 -14.1338 1.583
H 9.7718 6.2081 -12.0845 0.401
H 9.3408 7.0431 -10.5628 0.404
C 7.7387 7.3022 -15.5876 -1.913
N 7.4458 6.6277 -13.2955 0.139
H 6.8098 7.3818 -10.0193 0.444
H 8.0776 8.1042 -16.2579 0.399
H 6.7214 7.0463 -15.8703 0.374
H 9.9719 7.5184 -14.3129 0.411
H 9.0467 9.1507 -11.9333 0.309
H 9.3573 9.1845 -14.2566 0.366
H 5.7224 7.4584 -11.3552 0.334
C 9.5676 8.2729 -12.3276 -0.608
Cl 6.4545 1.7764 -11.2981 -0.946
H 8.4207 6.4750 -15.7876 0.446
H 10.6410 8.4065 -12.1919 0.361
H 5.5270 6.7823 -13.4115 0.346
C 6.8850 8.9829 -13.9930 -1.666
H 7.0306 9.5476 -13.0737 0.349
```

Summary:
charge = -1
E_HOMO = -3.436 eV
energy relative to the best compared isomer or geometry (same formula, charge and spin) = 14.9 kcal per mole
E_LUMO = 0.0985 Ha

Computed, not measured: a 7-piece molecular cluster, C14H21N7 overall in a non-equilibrium geometry, with ωB97M-V/def2-TZVPD.

Structure (XYZ):
```
42
Properties=species:S:1:pos:R:3:mulliken_charge:R:1
H -13.8568 13.7159 2.9005 0.243
H -14.3078 19.9069 7.2902 0.295
H -12.2437 15.6945 7.3651 -0.100
C -16.4293 16.5498 3.2435 0.291
H -19.0285 12.8395 5.5184 0.239
C -16.6656 17.5102 4.4138 -0.378
H -17.3367 9.1035 5.9750 0.284
N -13.3067 17.1794 5.9495 -0.357
C -13.5628 19.6736 6.5296 -1.020
H -18.6603 10.2782 6.6416 0.233
C -18.7179 13.2892 4.5754 -0.854
C -16.2258 15.0804 7.5745 0.090
H -12.6172 20.1283 6.8248 0.342
H -13.1160 14.5541 4.2827 -0.371
H -18.7552 12.4403 3.8927 0.329
N -16.1553 13.8434 4.9998 -0.212
H -15.7285 18.0324 4.6064 -0.064
H -12.0797 14.7210 8.7906 0.281
H -10.6347 15.1990 7.7381 0.339
H -19.2817 14.1884 4.3268 0.284
N -16.3332 15.8348 2.3735 -0.431
C -11.8585 13.5830 7.0764 0.506
N -17.2776 15.4512 7.7049 -0.543
N -11.2708 15.0984 1.8496 -0.436
C -17.7718 9.6671 6.8003 -0.770
H -17.4346 18.1821 4.0328 0.360
C -16.8299 10.4304 7.6065 0.365
C -11.9781 14.5267 2.5823 0.141
C -11.6723 14.8695 7.7906 -0.443
H -13.9053 20.2620 5.6784 0.308
H -14.9971 13.5036 7.1820 0.337
H -18.0327 8.9386 7.5681 0.317
H -14.3319 14.7545 8.3830 0.364
C -14.9098 14.5478 7.4822 -0.165
C -17.2498 13.6429 4.7887 0.190
N -11.8738 12.6322 6.4612 -0.460
C -13.4299 18.2740 6.2139 0.408
H -17.0428 16.9872 5.2926 0.182
C -12.9317 13.8672 3.4567 0.071
N -16.0409 11.0429 8.2198 -0.418
H -14.4189 14.9877 6.6142 -0.128
H -12.5293 12.9033 3.7683 0.351
```

Summary:
charge = 0
E_HOMO = -10.757 eV
energy relative to the best compared isomer or geometry (same formula, charge and spin) = 21.3 kcal per mole
E_LUMO = 0.0107 Ha

Computed, not measured: C15H68BNO30 as an isolated structure in a non-equilibrium geometry, with ωB97M-V/def2-TZVPD.

Structure (XYZ):
```
115
Properties=species:S:1:pos:R:3:mulliken_charge:R:1
H -2.0010 -0.0435 0.7311 2.096
H 4.5546 -5.4893 2.0035 0.233
H -1.8961 1.6562 0.7647 -0.601
O -3.6231 3.6623 -0.5515 -0.525
H 1.8928 3.8698 3.6900 0.314
C 0.0961 2.4291 -0.8764 -0.149
H 0.5872 -1.4218 -4.7374 0.270
C 0.0665 -1.2166 0.0917 -0.503
H -3.2465 4.4029 -0.8694 0.230
O 4.4676 -4.6521 2.1153 -0.526
H 2.1481 -1.3250 0.3051 -0.374
H -0.2559 -1.7993 0.9209 0.475
H -3.4971 0.3127 2.7209 0.343
O 3.6378 -7.3942 -1.0836 -0.612
O 1.8476 4.7685 3.3203 -0.688
H 3.0243 -3.4317 -1.8354 0.355
O -0.5116 -4.0626 2.9851 -0.664
C 0.7968 2.4847 0.4087 0.727
C -7.5321 2.2435 -3.9594 0.570
H -2.2022 -1.1461 -3.9157 0.306
H -2.5558 -0.2262 3.9393 0.528
O -7.6261 3.0330 -4.9991 -0.660
O 3.9859 -1.0886 2.6532 -0.460
O -6.3322 0.0537 -2.0324 -0.580
H -1.8200 5.8663 -1.8362 0.292
H -0.8813 3.2255 -0.8437 -0.276
C -5.4868 0.0584 -1.0334 0.478
C -8.6389 1.8671 -3.2355 0.591
O -0.5115 -6.1334 1.1805 -0.689
H 2.9384 -4.7775 -0.6986 0.290
H -1.4022 5.0399 2.7398 0.350
H 4.2005 -0.8067 1.8935 0.189
H 3.5396 -4.4968 2.3533 0.268
O 4.1379 0.4464 -2.5765 -0.586
H 5.4399 -1.1265 -0.0379 0.255
O -2.3572 6.1210 -1.0669 -0.547
B -6.7410 1.4552 -2.1263 1.387
O -1.2241 -2.3480 5.5005 -0.667
H 3.9945 4.3335 -1.7702 0.256
H 0.8628 4.9268 3.3943 0.357
H 4.4184 -0.3409 3.1177 0.348
O 4.8081 -0.4862 0.0553 -0.571
H -0.5818 -4.7776 2.3053 0.384
H 1.6655 3.1638 0.5942 0.094
H -2.4427 6.9995 -1.3731 0.244
H 0.1008 3.0205 1.2148 -0.395
O -8.2275 1.5397 -2.0696 -0.524
H -0.8334 -3.0609 4.9704 0.351
O -4.9806 -0.9992 -0.7106 -0.673
H 3.8160 -3.0129 -0.2821 -0.525
O 1.3505 -5.0502 -3.4285 -0.643
O -9.8908 1.9402 -3.5536 -0.660
O 3.4147 5.0953 1.0455 -0.703
C -2.5702 -0.0608 2.9353 -2.097
H 4.1348 -7.9073 -1.5784 0.279
H -1.0720 1.5301 2.8500 0.231
C -1.3090 0.5353 2.4766 -0.224
H 4.1347 0.0535 -1.6930 0.402
O 4.2545 -5.2925 -3.0337 -0.646
O 1.6506 2.2704 -4.3190 -0.624
H -2.4897 -1.0358 2.4834 0.483
O -2.3333 3.2785 5.3422 -0.667
H 2.0772 3.2407 -4.6405 0.323
C 1.0609 0.9653 0.8812 -0.982
C -0.0807 0.9406 -1.1666 -0.592
H 6.0508 -3.5518 0.9494 0.209
O -6.4114 2.1385 -3.3977 -0.453
H 0.9106 -5.2896 -2.5937 0.312
H 0.1210 -3.3092 2.7239 0.342
H -1.2572 -6.4754 1.5951 0.326
H -1.1018 0.9303 -1.7742 -0.022
H 1.0289 -3.7654 0.3237 -0.137
H 1.4464 -4.0356 -3.4510 0.351
H 4.9453 0.9129 -2.6535 0.246
H 3.4022 -5.1936 -3.5075 0.346
C 1.4036 -1.7969 -0.3771 0.252
O -3.1817 3.9333 2.4741 -0.452
H 1.9620 0.5455 0.4458 0.448
H 0.8543 2.8309 -1.4710 0.464
O 4.1079 3.6905 -1.1024 -0.536
H 2.7726 -7.5296 -1.4080 0.300
O -1.9933 -1.4508 -2.9146 -0.576
H 4.0125 4.1479 -0.3254 0.372
O -0.9693 5.7257 3.0926 -0.701
O 0.6111 -2.0407 -4.1236 -0.441
H 2.9732 5.0593 1.8525 0.326
H 1.7410 -1.2066 -1.2541 -0.045
H -2.1413 -2.2529 5.9452 0.320
H 2.0282 2.1280 -3.4652 0.298
O -6.2289 2.0467 -0.9203 -0.569
H -1.8567 4.1898 5.5159 0.349
H -0.5914 -0.1012 2.9081 0.552
H -3.9043 4.5495 2.6787 0.235
H -0.6058 -5.8966 0.2388 0.331
H -0.7911 6.5444 2.3964 0.323
C 2.8544 -3.6644 -0.7805 -0.212
H 1.1164 0.9439 1.9894 0.423
H 5.3595 0.3034 0.1010 0.242
O 6.3535 -3.2131 0.2366 -0.543
H -0.0060 -1.8344 -3.6338 0.250
H 4.2276 -6.0096 -2.4161 0.333
H 0.6995 0.6148 -1.7492 0.664
N -0.1105 0.2714 0.2649 1.122
H 7.3459 -3.1933 0.6350 0.320
H 0.7336 -3.5161 -1.2476 0.278
C -5.5567 1.2403 -0.3295 0.792
C 1.4630 -3.2454 -0.4845 -0.043
H 2.8151 5.3302 0.4030 0.265
O -5.0920 1.4624 0.8188 -0.719
H -0.7527 -1.3323 -0.7760 0.099
H -2.1220 3.3141 4.3715 0.244
H -3.5128 3.0714 -1.4568 0.303
H -3.2690 3.8333 1.4989 0.203
C -1.4018 0.5837 0.9056 -1.702
H -2.4339 -2.2575 -2.8012 0.243
```

Summary:
charge = 0
E_HOMO = -9.135 eV
energy relative to the best compared isomer or geometry (same formula, charge and spin) = 101.0 kcal per mole
E_LUMO = -0.0324 Ha